This record from the Open Molecules 2025 dataset describes a cluster of 13 separate species, C60H156N10O23 in total at a distorted geometry. The level of theory is ωB97M-V with the def2-TZVPD basis set.

The energy above the lowest of the compared OMol25 structures with the same formula, charge and spin comes out at 4.324 eV. The calculation puts the LUMO energy at 0.549 eV. The highest occupied orbital energy is -8.40 eV. For the HOMO-LUMO gap, the calculation gives 8.954 eV. As for the total energy: -126725.67728 eV.

XYZ file:
```
249
Properties=species:S:1:pos:R:3:forces:R:3
O 2.731266 7.195050 -0.049119 0.7289 -0.6791 -0.9003
H 3.207358 6.523509 -0.635691 -0.7330 0.7808 0.9692
H 3.010980 8.064710 -0.358184 -0.0643 -0.1652 0.0276
O 3.558846 4.756146 -1.040648 1.9569 0.1625 -0.2852
H 4.251545 4.463897 -0.357564 -1.4480 0.4173 -0.4159
H 2.709716 4.430613 -0.762319 -0.7326 -0.4997 0.6328
O 0.970897 3.979195 -0.021584 -0.8730 2.3429 -1.1675
H 0.595753 4.817129 -0.474407 0.8516 -1.8631 1.2476
H 0.579190 3.256835 -0.535203 -0.0757 -0.5717 -0.1794
C 5.470489 -1.943530 3.306212 1.3526 0.0083 0.5138
O 4.548972 -1.596017 4.323988 0.1807 -0.7994 0.2708
C 3.803490 -2.757509 4.716225 2.4265 -1.5862 -0.5369
C 4.572670 -3.593009 5.841434 -1.4026 1.0244 -1.0272
N 3.713584 -4.656736 6.345594 2.9428 -0.3500 -0.6682
C 4.250200 -5.262564 7.571445 -2.1450 -0.7932 -0.2987
C 3.688593 -4.579284 8.823777 0.1895 -0.4472 1.0531
O 2.281249 -4.392769 8.897356 -0.3765 -1.1198 -0.9249
C 1.466538 -5.482980 8.417730 0.2524 0.5236 0.7709
H 6.097628 -1.086364 3.047647 -0.1363 0.1329 0.3749
H 4.907698 -2.145852 2.428654 -0.4055 -0.6699 -1.0639
H 6.201541 -2.795443 3.542488 -1.2223 0.9162 -0.0505
H 3.673602 -3.432284 3.829290 0.0761 0.3772 0.5658
H 2.833942 -2.463319 4.980468 -1.2463 0.5719 0.9203
H 4.894086 -2.891146 6.617366 0.0203 0.1550 0.0750
H 5.456165 -4.027430 5.391207 0.3410 -0.0960 -0.1024
H 2.804119 -4.323092 6.379982 -2.1145 0.5639 0.7035
H 5.344217 -5.241813 7.523376 -0.2602 -0.0463 0.2351
H 3.881992 -6.318274 7.567184 0.6563 0.5064 0.1392
H 4.053435 -3.567457 8.832960 0.4502 0.4789 0.3320
H 3.954881 -5.107686 9.782095 0.3624 0.3297 -0.9226
H 0.456846 -5.208363 8.678649 -0.3474 -0.0731 0.4147
H 1.729370 -6.462976 8.852201 0.0122 0.3885 -0.0474
H 1.435583 -5.534829 7.346643 0.4189 -0.2135 -0.6892
C -5.166610 -3.821307 -5.566884 -1.1519 -1.3602 1.9155
O -4.711679 -3.286437 -4.317764 0.1633 -0.5767 -0.3822
C -3.975772 -4.253855 -3.510294 -0.6662 0.0189 -2.5545
C -3.285953 -3.483934 -2.434155 0.1797 -0.9986 1.4258
N -2.172686 -2.760965 -2.983660 -1.2015 0.5582 -0.7814
C -1.283607 -2.167210 -2.048936 -0.4607 -1.8498 1.6525
C -0.106306 -1.645648 -2.706680 1.3615 0.8620 0.2921
O 0.589340 -2.683729 -3.399832 0.2511 0.7783 -0.7344
C 1.445740 -2.054607 -4.376821 -0.5793 -1.2847 -0.0331
H -5.882697 -3.117614 -5.959560 0.1202 0.1893 -0.3964
H -5.726840 -4.786319 -5.389976 0.1831 0.7673 0.0510
H -4.415625 -4.135781 -6.264819 0.9278 0.4775 -0.4050
H -3.219524 -4.676407 -4.240957 -0.5313 -0.1166 1.0108
H -4.715283 -5.045481 -3.220983 0.8595 0.5103 0.2118
H -2.933757 -4.185602 -1.614086 -0.3331 0.2980 -0.6345
H -4.043944 -2.857114 -1.948074 0.2725 0.3336 -0.1585
H -1.668328 -3.375899 -3.603470 0.2862 0.0326 -0.0671
H -0.985518 -2.950269 -1.332325 0.1616 0.0996 0.4364
H -1.701100 -1.357923 -1.455892 -0.4762 0.0656 -0.1351
H 0.538301 -1.182587 -1.881932 -0.5423 -0.4658 -1.4900
H -0.542846 -0.928318 -3.408910 0.7336 0.4292 -0.2429
H 0.889170 -1.610842 -5.208105 -0.2752 -0.2190 0.0099
H 2.146789 -2.812855 -4.780385 -0.3111 0.5273 0.4256
H 1.915851 -1.239553 -3.881441 1.0525 0.6284 0.2743
C -5.047874 0.033872 0.341710 -1.7175 0.2943 0.3748
O -4.661636 0.888776 -0.717517 -0.3833 -0.1470 0.0455
C -3.249607 0.901573 -0.852815 -0.1556 0.3308 -1.2780
C -2.693105 2.047537 -0.017727 0.5393 -1.6054 -0.8163
N -3.203948 3.321402 -0.384612 -0.2506 0.1710 -0.4651
C -3.141464 4.343736 0.662782 -0.0882 -1.1268 -0.4124
C -3.972891 5.556370 0.173489 -0.1452 -1.3471 1.7773
O -3.427982 6.724311 0.663094 -0.0317 1.9030 0.1656
C -4.308521 7.501311 1.505314 1.6534 0.5684 -1.7624
H -4.280265 -0.034644 1.110734 0.1839 -0.1845 0.0003
H -5.315095 -0.968829 -0.060252 0.2338 0.4650 0.3833
H -5.951621 0.475643 0.869392 0.8745 -0.5403 -0.7923
H -2.991766 0.927684 -1.947887 -0.2179 0.2197 1.1768
H -2.900411 -0.052611 -0.473401 0.5306 -0.0789 0.1080
H -1.628511 1.940412 -0.145893 0.7842 0.4666 0.2855
H -2.953533 1.732426 0.970277 -0.0289 0.1668 1.2134
H -4.170711 3.116553 -0.576398 -0.5882 0.3296 -0.2550
H -2.099072 4.542297 0.859427 0.4581 0.7477 -0.3736
H -3.419900 3.878824 1.640176 -0.6013 0.7025 -0.3635
H -4.981492 5.390941 0.586874 -0.0381 0.1680 -0.2730
H -4.049813 5.613504 -0.895364 0.1839 -0.3228 -0.7187
H -5.316833 7.494925 1.134944 -0.5635 -0.1241 0.0240
H -3.943008 8.542216 1.548675 -0.0755 -0.4670 -0.2576
H -4.149518 7.076486 2.436880 -0.5958 -0.6154 2.2416
C 5.033844 2.792490 -4.715225 0.7600 0.4220 0.8932
O 4.329195 2.703611 -5.932550 0.1358 -0.2155 0.6700
C 3.265702 3.620442 -6.006974 -0.6346 0.1167 -1.7660
C 2.677656 3.528696 -7.455530 0.4905 -1.1506 1.5537
N 3.418163 4.203159 -8.443666 2.1019 0.0810 -0.7598
C 2.681604 4.600224 -9.596515 -0.8854 1.2877 -0.8135
C 3.470210 5.614402 -10.401368 0.9545 0.0075 1.0346
O 4.744027 5.048595 -10.726024 0.2443 0.8808 -0.2236
C 5.615309 6.062632 -11.191578 0.4381 0.9281 -0.7346
H 5.856896 2.041475 -4.678909 -0.7409 0.4223 -0.2754
H 4.417848 2.683287 -3.787817 -0.0310 -0.2216 -0.7610
H 5.497343 3.797232 -4.593369 -0.1223 -0.3989 -0.2367
H 3.586648 4.641271 -5.764890 0.1257 -0.0304 -0.1943
H 2.429509 3.387693 -5.355080 -0.0212 -0.4234 0.6196
H 1.671993 3.880430 -7.437346 -0.8055 0.6891 0.0845
H 2.570437 2.467847 -7.707516 0.0087 -0.3464 0.3137
H 4.293281 3.695739 -8.709547 -1.1619 0.7081 0.3740
H 1.807351 5.192159 -9.256789 0.1322 -0.4743 -0.0437
H 2.283014 3.824246 -10.271580 0.2348 -0.2871 0.2619
H 3.552389 6.541880 -9.795395 0.5364 -0.4995 0.0944
H 3.004307 5.971892 -11.286031 -0.8283 -0.1528 -1.1416
H 6.648763 5.739197 -11.404816 -0.4703 -0.4709 0.8531
H 5.605253 6.942959 -10.525025 0.2597 -0.4652 0.1617
H 5.372246 6.506539 -12.176262 -0.7586 -0.4181 0.1090
C 6.862331 0.316161 -1.369397 -0.7208 3.1141 -0.1510
O 6.307669 0.830268 -0.145285 -0.4113 0.1888 -1.3420
C 5.773477 2.160492 -0.389024 2.1991 -0.9296 2.5473
C 4.908195 2.439278 0.798531 1.2638 -0.7176 0.9629
N 5.013217 3.820002 1.140760 0.0029 1.3441 0.4175
C 4.544828 4.251505 2.461477 -0.6376 0.4786 -0.5454
C 3.083838 3.935646 2.768336 -0.5257 -0.0774 -0.4965
O 2.748480 2.562959 2.798717 -0.3025 -0.9133 -1.0999
C 3.219983 1.792250 3.870391 -0.8074 0.5904 1.1844
H 6.047861 0.234324 -2.114893 0.4336 -0.0655 0.0895
H 7.281769 -0.623958 -1.186527 0.8274 -1.2577 0.2913
H 7.604787 1.112217 -1.722115 -0.5821 -1.4004 0.0740
H 5.195153 2.233157 -1.254543 -0.4334 0.0687 -1.9178
H 6.661659 2.852329 -0.318778 -0.8286 -0.3553 -0.7609
H 5.315988 1.800075 1.593756 -0.1444 -0.0604 0.1441
H 3.898693 2.111835 0.640653 -0.5130 0.2824 -0.0616
H 5.948154 4.237910 1.029422 -0.4767 -0.8494 -0.1085
H 4.526875 5.337024 2.302895 0.2863 0.0451 0.9400
H 5.180988 3.929841 3.305042 0.0844 0.1786 -0.3651
H 2.449055 4.323973 1.901399 0.6301 -0.1096 1.5250
H 2.860278 4.351686 3.785988 -0.1360 0.2219 -0.9167
H 3.085250 0.710800 3.756496 0.1976 0.2811 -0.7261
H 2.581434 2.028024 4.749525 0.5500 0.0710 0.0132
H 4.254087 2.039239 4.073111 0.3501 -0.2634 0.2960
C -7.276979 -0.359976 -7.763386 -1.0177 -1.3549 -1.2681
O -7.760916 -0.073487 -6.503937 0.6272 0.7732 1.6228
C -6.745011 -0.272844 -5.486354 -0.5976 -0.0463 -0.4430
C -7.272679 0.203933 -4.159868 -0.2373 1.3084 -1.4047
N -7.236479 1.663466 -4.201250 0.9469 0.1528 0.4201
C -7.301870 2.330118 -2.901776 -0.8617 -2.2602 -0.5027
C -6.931903 3.750051 -3.023737 -0.4182 1.0762 -1.3000
O -7.962757 4.440486 -3.829254 0.6392 -1.3496 0.7592
C -7.647196 5.742467 -4.190537 -0.2855 1.2133 0.8577
H -6.469858 0.318571 -8.072797 -0.1876 -0.1212 -0.1254
H -8.186925 -0.319817 -8.440259 1.3006 0.2333 0.4572
H -6.927883 -1.434322 -7.807826 0.0262 0.8951 -0.0700
H -5.804681 0.252606 -5.693248 -0.1769 0.0002 -0.3466
H -6.583831 -1.328860 -5.472323 0.4432 -0.8318 0.1987
H -6.634717 -0.128619 -3.357360 -0.0127 -0.4073 0.3587
H -8.302423 -0.133316 -4.136962 -0.2937 -0.5681 0.7534
H -7.946012 2.004932 -4.807038 -0.5541 0.3212 -0.5581
H -6.645684 1.685588 -2.290554 0.0490 1.0215 0.3349
H -8.313590 2.214669 -2.518978 -0.3261 0.2174 0.5642
H -6.036797 3.721474 -3.657638 0.3482 0.6178 0.5632
H -6.851476 4.225975 -2.039659 0.3084 0.1808 -0.2499
H -6.758155 5.904033 -4.773757 0.8834 -0.5190 -0.2372
H -7.575701 6.415747 -3.309342 0.0391 -0.3002 -0.1910
H -8.433353 6.149826 -4.809813 -0.5371 -0.1629 -0.0863
C -4.742605 2.986406 6.686072 -1.4727 2.0475 0.8866
O -3.668417 2.169905 6.344910 -0.8746 1.0006 0.6352
C -4.022654 1.110677 5.483770 -0.2944 1.8529 0.2842
C -2.716508 0.461643 5.295218 1.0173 -1.5568 -0.5163
N -1.654286 1.307648 4.777025 -0.2911 0.8611 0.0669
C -1.776717 1.659424 3.360920 0.6378 -1.9363 -0.3758
C -0.805679 2.729592 3.002243 0.4861 2.9701 1.4713
O -1.482349 3.977871 3.481098 -0.4326 -1.9257 0.7445
C -0.764940 5.147019 3.439878 1.6927 0.8527 -0.8124
H -5.386751 3.370146 5.811593 0.8741 -1.0190 0.8684
H -4.396502 3.953029 7.155268 0.2081 -1.0704 -0.4944
H -5.417868 2.559901 7.494521 0.5647 -0.0108 -1.1048
H -4.527238 1.583935 4.598862 0.6085 -0.7278 0.2055
H -4.723411 0.449662 5.957457 -0.5602 -0.5187 0.3068
H -2.923930 -0.361129 4.641379 0.3777 -0.7363 -0.8960
H -2.355327 -0.053847 6.218032 -0.4428 0.7565 -0.3307
H -1.737261 2.189511 5.271071 0.2026 0.0194 0.3422
H -2.737827 2.042435 3.021847 -0.4651 -0.2425 0.2070
H -1.548914 0.675187 2.879761 -0.2497 0.8957 -0.4475
H -0.555571 3.022290 2.000978 -0.1221 -0.9126 -1.0863
H 0.160181 2.670436 3.529935 -0.2794 -0.3601 0.0276
H 0.091982 5.258928 4.196416 -0.7927 -0.5760 -1.1259
H -1.425110 5.964596 3.662535 -0.5889 0.3143 0.2217
H -0.440240 5.336828 2.372855 0.3609 -0.0627 1.0420
C 4.058147 -6.624522 3.448116 0.8342 -0.3777 0.2760
O 3.228743 -5.805085 2.631723 1.4313 0.2125 -0.9691
C 4.061630 -5.339126 1.516841 -1.5150 -1.6669 -0.9283
C 3.172250 -4.650763 0.461019 -1.5675 0.0935 1.2234
N 2.228026 -5.541810 -0.242296 1.0267 -0.9913 1.0167
C 1.171564 -4.851541 -0.981020 1.0051 1.3017 1.4193
C 0.716820 -5.690302 -2.103754 -1.5865 0.8804 -1.7108
O 0.210985 -6.853357 -1.544426 0.0000 -1.4327 0.1556
C 0.943903 -8.017803 -1.880495 -0.0540 0.5400 -1.2498
H 4.140073 -7.658708 2.975804 -0.0241 1.1034 0.7584
H 3.654033 -6.641724 4.483650 0.0570 -0.1615 -0.8077
H 5.116592 -6.186155 3.543935 -1.3253 -0.5421 -0.2058
H 4.631247 -6.206028 1.046929 -0.7569 0.7500 0.5464
H 4.783473 -4.664201 1.912718 0.6447 0.7888 0.2633
H 3.815156 -4.227038 -0.314563 -0.1138 0.6296 0.3778
H 2.510365 -3.915102 1.079739 1.4353 -0.3335 -1.1237
H 1.873928 -6.197326 0.469596 -0.1663 0.4509 -0.7228
H 1.621702 -3.951504 -1.386749 0.0176 0.3525 -0.1035
H 0.394577 -4.509607 -0.257657 -0.0793 -0.3099 -0.6998
H 1.519938 -5.826734 -2.847615 0.0793 -0.3578 0.5069
H -0.105934 -5.224291 -2.743087 0.8023 -0.1481 1.0086
H 2.039010 -7.857575 -1.785037 -0.6409 -0.2471 0.2178
H 0.711167 -8.288187 -2.931839 0.3131 0.0588 0.2508
H 0.544346 -8.810844 -1.285236 0.1401 -0.5190 0.6186
C -1.709281 -7.811110 6.863669 -1.6388 -1.0492 0.3584
O -0.799268 -7.175882 6.051589 1.7368 -0.0290 1.1754
C -1.032287 -7.238146 4.699934 0.2815 0.5846 -0.8940
C -0.437547 -6.014196 4.076427 0.9907 0.0715 -0.2598
N -0.703452 -4.832413 4.857518 0.1965 0.8458 0.4804
C 0.000781 -3.647930 4.321033 1.3651 -0.6237 0.4125
C 0.223606 -2.555447 5.350659 0.1050 0.8260 0.4024
O 0.734784 -3.007846 6.579553 0.7484 -1.5933 -0.7056
C 0.824846 -2.083885 7.618420 -0.9684 -0.0537 0.7784
H -2.665877 -7.242750 6.882414 0.3678 -0.2773 0.1225
H -1.357599 -7.960765 7.897242 0.2270 0.4769 -0.4737
H -1.943259 -8.829979 6.493172 0.0465 0.3008 0.0438
H -2.056826 -7.211866 4.502617 -2.1131 -0.0647 -0.1481
H -0.641351 -8.100757 4.165553 0.3115 -0.5502 0.3430
H -0.831617 -5.907621 3.074172 0.0057 0.0294 -0.3967
H 0.647489 -6.184949 4.021446 0.1443 0.1114 -0.3595
H -0.302176 -5.069602 5.775181 -0.4001 0.6455 -0.3348
H -0.512492 -3.166136 3.484556 -0.2824 -0.2779 0.0148
H 1.004692 -3.947875 3.932593 -0.3652 0.0111 0.0553
H -0.707378 -2.093036 5.574362 -1.2546 0.5564 0.1035
H 0.861372 -1.726170 4.984497 -0.1062 -0.4097 -0.3454
H 1.179718 -2.661124 8.485716 -0.6071 0.3446 -0.1909
H -0.181063 -1.604735 7.767703 0.8505 -0.2224 0.1646
H 1.583966 -1.332672 7.476493 0.2887 0.6477 -0.5498
C 1.095325 -1.063007 1.352185 -0.9202 0.4329 0.6226
O 1.154920 -0.447823 0.078619 -1.7887 -1.7391 -0.0426
C 1.978552 0.641420 -0.091583 2.0938 -1.2123 0.4831
C 1.917189 1.099381 -1.519711 0.1988 -0.2662 1.1758
N 0.564104 1.544947 -1.752155 0.2347 0.4260 1.1128
C 0.453216 2.202951 -3.003204 -1.3629 0.2809 0.1168
C -0.981723 2.492132 -3.360426 -1.0641 0.5268 -0.1075
O -1.670162 1.343240 -3.844452 -0.4887 -0.5686 -0.2941
C -3.013144 1.559207 -4.315380 0.3859 2.4473 -0.4834
H 0.553407 -0.373917 2.070737 0.7573 -0.6845 -0.4548
H 2.080263 -1.344769 1.728494 0.2653 0.3372 0.0930
H 0.526279 -2.024273 1.321918 0.2215 0.8564 -0.4857
H 2.987760 0.281826 0.147487 0.4527 0.1131 -0.2386
H 1.824617 1.396616 0.643913 -0.6970 1.0859 0.4558
H 2.286399 0.278046 -2.191000 -0.3173 0.6760 0.2527
H 2.628177 1.947156 -1.523835 -0.3934 -0.1094 -0.6041
H -0.141555 0.816398 -1.592568 0.6179 0.3330 -0.3473
H 1.024558 1.660629 -3.689379 0.2117 -1.4024 -2.1094
H 0.995176 3.129761 -3.082909 0.1777 0.9425 0.9408
H -0.944702 3.272953 -4.130836 -0.3573 -0.0336 -0.0736
H -1.581895 2.884269 -2.484834 0.9127 -0.0631 -0.6126
H -3.270347 2.673853 -4.303555 0.5381 -1.2343 -0.2676
H -3.805051 1.149693 -3.731731 -0.2159 -0.8214 0.9668
H -3.170186 1.174699 -5.326041 0.4922 0.0569 0.0070
```
Positions in Å, forces in eV/Å.